C24H26LiN2O2S3 | ωB97M-V with the def2-TZVPD basis set

Positions of all 58 atoms, in Å:
Li1 0.09480 0.04526 0.34438
C1 3.71202 0.73985 -1.59142
C2 2.70975 1.05433 -0.50016
O1 1.89546 0.23781 -0.11598
N1 2.82901 2.28911 0.04280
C3 1.85738 2.79978 1.00347
C4 0.59543 3.29980 0.35417
C5 0.13683 4.59165 0.57342
C6 -1.06926 4.98163 0.01325
C7 -1.76684 4.06128 -0.75426
C8 -1.22830 2.79506 -0.92279
N2 -0.07270 2.41379 -0.38670
H1 3.71501 -0.33309 -1.76282
H2 4.70984 1.07773 -1.31138
H3 3.41862 1.24205 -2.51451
H4 3.38196 2.96552 -0.45618
H5 2.33390 3.58560 1.58822
H6 1.57637 1.97097 1.66250
H7 0.71201 5.27623 1.18448
H8 -1.45373 5.98152 0.17077
H9 -2.72302 4.31172 -1.19281
H10 -1.75170 2.03341 -1.48606
C9 -4.26943 -0.14046 2.07905
C10 -2.77046 -0.03674 1.83723
S1 -2.30124 -0.25520 0.16435
C11 -1.92126 0.20214 2.86089
C12 -2.40773 0.31601 4.29081
S2 -0.18371 0.39028 2.73213
H11 -4.77080 -0.26423 1.12178
H12 -4.66917 0.76029 2.55706
H13 -4.52897 -0.99613 2.71225
H14 -3.49448 0.27225 4.38188
H15 -2.04915 1.25253 4.72645
H16 -1.97733 -0.49641 4.88601
O2 1.03346 -2.34460 -1.16343
S3 0.23235 -2.62184 0.05020
C13 0.02831 -4.42985 0.07493
C14 0.88161 -5.20781 -0.69040
C15 0.70272 -6.58007 -0.74104
C16 -0.33922 -7.17098 -0.03577
C17 -1.20479 -6.38363 0.71094
C18 -1.02470 -5.00932 0.76721
C19 1.40600 -2.68167 1.42339
C20 2.75644 -2.58300 1.14268
C21 3.67411 -2.54269 2.17969
C22 3.22886 -2.63325 3.49448
C23 1.87604 -2.74456 3.76619
C24 0.94849 -2.73038 2.73232
H17 1.67225 -4.71517 -1.24374
H18 1.37362 -7.19177 -1.33156
H19 -0.48494 -8.24317 -0.08067
H20 -2.02805 -6.84197 1.24451
H21 -1.70246 -4.38354 1.33650
H22 3.06464 -2.50971 0.10730
H23 4.73155 -2.43633 1.96859
H24 3.94364 -2.61204 4.30843
H25 1.53170 -2.78907 4.79085
H26 -0.11042 -2.80980 2.93890

Forces on atoms 1 to 3 (eV/Å):
-0.65 0.69 0.39
-0.08 -0.06 0.05
0.31 0.02 0.01

## Properties
**Energy relative to the best compared isomer or geometry (same formula, charge and spin)**: 88.0 kJ/mol
**Maximum force**: 1.3 eV Å⁻¹
**Total charge**: -1
**Calculated total energy**: -2392.3234 a.u.
**E_LUMO**: 2.3 eV
**Molar mass**: 477.63 g/mol

C24H26N2O2S | ωB97M-V with the def2-TZVPD basis set

Positions of all 55 atoms, in Å:
O1 -0.66067 1.52383 2.79232
C1 -1.07218 0.40757 3.00991
N1 -2.16104 -0.12631 2.41364
H1 -2.41257 -1.08646 2.61291
N2 -2.76653 0.46158 1.30162
C2 -2.04716 0.42563 0.09628
C3 -1.13973 -0.59161 -0.17768
C4 -0.49700 -0.63549 -1.40026
C5 -0.74362 0.31144 -2.38456
C6 -1.66178 1.31784 -2.10366
C7 -2.30129 1.38137 -0.88303
H2 -3.00261 2.17787 -0.67882
H3 -1.87706 2.07449 -2.84334
C8 -0.02827 0.24579 -3.70882
C9 0.83741 1.48979 -3.93984
C10 1.58807 1.38220 -5.26360
C11 0.60932 1.20456 -6.42043
C12 -0.26048 -0.02891 -6.19684
C13 -1.01137 0.07829 -4.87304
H4 -1.68626 0.93540 -4.90905
H5 -1.61737 -0.81625 -4.71144
H6 -0.97226 -0.13685 -7.01833
H7 0.37206 -0.91991 -6.18425
H8 1.15680 1.10910 -7.36071
H9 -0.02862 2.08858 -6.49339
H10 2.19192 2.27873 -5.42065
H11 2.26556 0.52550 -5.22841
H12 0.20414 2.37869 -3.95465
H13 1.54432 1.59860 -3.11426
H14 0.63294 -0.62848 -3.69681
H15 0.21441 -1.42807 -1.58487
H16 -0.92016 -1.34436 0.56459
H17 -3.10533 1.39493 1.51923
C14 -0.39086 -0.60238 3.96802
C15 0.37787 0.11771 5.03186
C16 -0.05883 1.16509 5.78583
C17 0.88511 1.57496 6.75231
C18 2.01537 0.82526 6.72260
S1 1.95839 -0.39484 5.51444
H18 2.88910 0.91420 7.33692
H19 0.72522 2.39214 7.43234
H20 -1.01109 1.64427 5.64122
C19 0.51996 -1.39405 3.04686
C20 0.36000 -2.76193 2.88441
C21 1.17582 -3.45314 2.00556
C22 2.14459 -2.78250 1.27991
C23 2.30270 -1.41552 1.43902
C24 1.49513 -0.72056 2.31914
H21 1.60587 0.34723 2.43460
H22 3.05391 -0.88653 0.87226
H23 2.77482 -3.32362 0.58962
H24 1.04868 -4.51903 1.88601
H25 -0.39930 -3.27685 3.45162
O2 -1.36486 -1.46889 4.53983
H26 -1.75123 -1.03010 5.30583

Forces on atoms 1 to 3 (eV/Å):
0.07 0.09 -0.10
-0.10 0.13 0.25
-0.57 -0.28 -0.48

## Properties
**Energy relative to the best compared isomer or geometry (same formula, charge and spin)**: 9.3 kJ/mol
**Maximum force**: 0.8 eV Å⁻¹
**Total charge**: 0
**Calculated total energy**: -1588.3333 a.u.
**SMILES**: O=C(NNc1ccc(C2CCCCC2)cc1)[C@@](O)(c1ccccc1)c1cccs1
**E_LUMO**: 0.7 eV
**Molar mass**: 406.55 g/mol

C24H26N2O3 | ωB97M-V with the def2-TZVPD basis set

Positions of all 55 atoms, in Å:
C1 5.28441 1.20190 -1.19007
C2 3.94766 0.52080 -1.47067
O1 3.06218 0.57993 -0.37195
C3 2.44119 1.75102 -0.05931
C4 2.46984 2.90073 -0.84060
C5 1.79929 4.04262 -0.43446
C6 1.10115 4.05895 0.75660
C7 1.06510 2.91347 1.53478
C8 1.71910 1.75760 1.14564
C9 1.64540 0.50234 1.97211
N1 0.83657 -0.50225 1.29735
C10 -0.55420 -0.11454 1.18674
H1 -1.11563 -0.33436 2.11330
H2 -0.59207 0.96368 1.01817
C11 -1.24940 -0.80229 0.00348
C12 -2.59402 -0.17886 -0.23387
C13 -2.68803 1.02922 -0.91043
C14 -3.90638 1.66893 -1.12096
C15 -5.02804 1.05204 -0.62417
C16 -4.94560 -0.15989 0.06031
C17 -3.74478 -0.79161 0.26912
H3 -3.69499 -1.72871 0.79852
O2 -6.20330 -0.55134 0.44440
C18 -7.07878 0.45182 -0.02146
O3 -6.34019 1.45158 -0.68821
H4 -7.81074 0.00875 -0.71655
H5 -7.61611 0.89749 0.83171
H6 -3.97223 2.60491 -1.64968
H7 -1.78663 1.48887 -1.28731
H8 -1.35855 -1.86734 0.20537
H9 -0.61540 -0.67990 -0.87577
C19 1.00233 -1.84562 1.81889
C20 0.94445 -2.87163 0.71852
N2 0.31484 -4.00847 0.97855
C21 0.27199 -4.93414 0.03407
C22 0.84817 -4.77881 -1.21521
C23 1.50686 -3.58735 -1.48714
C24 1.56024 -2.61704 -0.50473
H10 2.04892 -1.66801 -0.65176
H11 1.97064 -3.42535 -2.45049
H12 0.78341 -5.56350 -1.95315
H13 -0.25526 -5.84193 0.29927
H14 1.98807 -1.92788 2.28776
H15 0.24965 -2.10055 2.58185
H16 2.65494 0.09613 2.07505
H17 1.25752 0.74447 2.97757
H18 0.51892 2.91634 2.46766
H19 0.58572 4.95103 1.07764
H20 1.83214 4.92371 -1.05834
H21 3.00734 2.92305 -1.77572
H22 3.48034 0.93427 -2.37330
H23 4.10930 -0.54958 -1.63129
H24 5.75158 0.74991 -0.31862
H25 5.14738 2.26240 -0.99358
H26 5.94371 1.08297 -2.04561

Forces on atoms 1 to 3 (eV/Å):
-0.39 -0.11 0.06
0.42 0.06 -0.28
-0.15 0.05 0.24

## Properties
**Energy relative to the best compared isomer or geometry (same formula, charge and spin)**: 221.7 kJ/mol
**Maximum force**: 1.3 eV Å⁻¹
**Total charge**: 0
**Calculated total energy**: -1265.3449 a.u.
**SMILES**: CCOc1ccccc1CN(CCc1ccc2c(c1)OCO2)Cc1ccccn1
**E_LUMO**: 0.7 eV
**Molar mass**: 390.48 g/mol

C24H26N2O4S | ωB97M-V with the def2-TZVPD basis set

Positions of all 57 atoms, in Å:
C1 5.63785 3.71639 -0.28599
C2 5.51471 2.41736 -1.07718
O1 5.18278 1.31104 -0.26274
C3 3.91130 1.17895 0.21308
C4 3.71796 0.15081 1.13767
C5 2.47370 -0.09836 1.67280
C6 1.37286 0.66529 1.28492
C7 1.56253 1.69392 0.36960
C8 2.81833 1.95392 -0.15406
H1 2.91507 2.76401 -0.85918
H2 0.73490 2.30772 0.05367
N1 0.11031 0.36687 1.81241
S1 -0.23050 -1.22839 2.18629
O2 0.42023 -1.63422 3.39519
O3 -1.66781 -1.35086 2.16438
C9 0.46722 -2.13681 0.81066
C10 1.22230 -3.26501 1.06362
C11 1.75674 -3.97581 0.00390
C12 1.54205 -3.56351 -1.30716
C13 0.77391 -2.42570 -1.53642
C14 0.23340 -1.71135 -0.48265
H3 -0.35743 -0.82673 -0.65964
H4 0.60076 -2.09525 -2.54988
C15 2.14873 -4.31346 -2.45122
H5 3.12454 -3.89010 -2.69002
H6 1.52549 -4.24068 -3.33891
H7 2.28943 -5.36137 -2.19933
H8 2.34940 -4.85787 0.19565
H9 1.38313 -3.56453 2.08707
C16 -0.95109 1.34884 1.82499
C17 -1.68732 1.49871 0.48219
O4 -1.61740 2.50997 -0.18991
N2 -2.37390 0.40187 0.13090
H10 -2.42992 -0.36306 0.79810
C18 -3.21826 0.35008 -1.04854
C19 -4.66963 0.47572 -0.66425
C20 -5.49110 -0.64035 -0.59700
C21 -6.81282 -0.51306 -0.20554
C22 -7.32071 0.73018 0.12908
C23 -6.50313 1.84688 0.07268
C24 -5.18362 1.72029 -0.32135
H11 -4.54045 2.58695 -0.36479
H12 -6.89576 2.81821 0.33512
H13 -8.35186 0.82898 0.43476
H14 -7.44647 -1.38658 -0.15943
H15 -5.09590 -1.61281 -0.85443
H16 -3.03865 -0.59487 -1.57013
H17 -2.92006 1.18674 -1.68679
H18 -1.66833 1.03084 2.58497
H19 -0.53357 2.32013 2.10460
H20 2.35016 -0.87034 2.41341
H21 4.57087 -0.43954 1.43214
H22 4.79399 2.52666 -1.89710
H23 6.48481 2.15214 -1.50723
H24 4.68934 3.98146 0.17418
H25 6.37926 3.59885 0.50021
H26 5.94763 4.52084 -0.94739

Forces on atoms 1 to 3 (eV/Å):
-0.09 -0.40 -0.08
0.13 0.39 -0.13
-0.12 -0.20 0.20

## Properties
**Energy relative to the best compared isomer or geometry (same formula, charge and spin)**: 104.4 kJ/mol
**Maximum force**: 1.1 eV Å⁻¹
**Total charge**: 0
**Calculated total energy**: -1738.8141 a.u.
**SMILES**: CCOc1ccc(N(CC(=O)NCc2ccccc2)S(=O)(=O)c2ccc(C)cc2)cc1
**E_LUMO**: 0.5 eV
**Molar mass**: 438.55 g/mol